Entry 1:
{
  "formula": "C13H33GaIN3O3P",
  "method": "ωB97M-V/def2-TZVPD",
  "homo_lumo_gap_ev": 5.1158,
  "total_charge": -1,
  "total_energy_ha": -3468.74891,
  "symbols": ["C", "C", "O", "O", "C", "C", "C", "C", "C", "Ga", "I", "H", "H", "H", "H", "H", "H", "H", "H", "H", "H", "H", "H", "H", "H", "H", "O", "P", "N", "C", "C", "N", "C", "C", "N", "C", "C", "H", "H", "H", "H", "H", "H", "H", "H", "H", "H", "H", "H", "H", "H", "H", "H", "H", "H"],
  "positions_angstrom": [[0.984, 1.901, -0.065], [2.232, 2.385, -1.024], [3.456, 1.846, -0.806], [2.115, 3.343, -2.139], [2.881, 4.583, -1.868], [2.315, 5.460, -0.595], [0.961, 6.366, -0.975], [-0.325, 5.378, -0.716], [-1.773, 6.026, -1.234], [-2.871, 4.362, -1.923], [-1.808, 3.684, -4.257], [0.149, 2.718, 0.079], [0.492, 0.930, -0.530], [1.332, 1.597, 1.035], [4.010, 4.231, -1.712], [2.863, 5.281, -2.825], [2.133, 4.806, 0.361], [3.146, 6.268, -0.329], [0.881, 7.344, -0.308], [1.097, 6.622, -2.133], [-0.377, 4.950, 0.375], [-0.157, 4.430, -1.422], [-1.631, 6.840, -2.074], [-2.323, 6.522, -0.299], [-2.478, 3.166, -0.888], [-4.443, 4.637, -1.999], [-1.882, -2.154, 0.824], [-1.100, -3.387, 1.339], [0.417, -2.684, 0.911], [1.627, -3.374, 0.474], [0.819, -1.558, 1.759], [-1.666, -4.345, 0.013], [-0.880, -4.576, -1.191], [-3.058, -4.107, -0.397], [-0.200, -4.805, 1.930], [-0.793, -6.148, 1.781], [0.020, -4.645, 3.384], [2.105, -3.945, 1.277], [2.371, -2.655, 0.107], [1.465, -4.040, -0.369], [1.308, -1.902, 2.675], [-0.039, -0.938, 2.049], [1.520, -0.895, 1.232], [-0.574, -3.638, -1.667], [-1.436, -5.166, -1.931], [-0.005, -5.189, -0.973], [-3.151, -3.225, -1.040], [-3.703, -3.967, 0.477], [-3.460, -4.968, -0.943], [-1.830, -6.171, 2.136], [-0.222, -6.896, 2.344], [-0.762, -6.503, 0.748], [-0.929, -4.684, 3.932], [0.492, -3.688, 3.616], [0.687, -5.422, 3.773]]
}

Entry 2:
{
  "formula": "C13H33N7O20",
  "method": "ωB97M-V/def2-TZVPD",
  "smiles": "C[N+](=O)[O-].C[N+](=O)[O-].C[N+](=O)[O-].C[N+](=O)[O-].C[N+](=O)[O-].C[N+](=O)[O-].C[N+](=O)[O-].COC(=O)OC.COC(=O)OC",
  "homo_lumo_gap_ev": 10.5308,
  "relative_energy_kj_mol": 290.3,
  "total_energy_ha": -2402.44709,
  "symbols": ["C", "O", "C", "O", "O", "C", "H", "H", "H", "H", "H", "H", "C", "O", "C", "O", "O", "C", "H", "H", "H", "H", "H", "H", "C", "N", "O", "O", "H", "H", "H", "C", "N", "O", "O", "H", "H", "H", "C", "N", "O", "O", "H", "H", "H", "C", "N", "O", "O", "H", "H", "H", "C", "N", "O", "O", "H", "H", "H", "C", "N", "O", "O", "H", "H", "H", "C", "N", "O", "O", "H", "H", "H"],
  "positions_angstrom": [[-1.438, 8.427, 7.802], [-0.518, 8.075, 6.756], [-0.454, 6.836, 6.162], [-0.740, 5.762, 6.709], [-0.024, 6.919, 4.827], [0.309, 5.804, 4.007], [-1.359, 7.692, 8.603], [-2.441, 8.406, 7.376], [-1.037, 9.354, 8.213], [1.385, 5.680, 3.887], [-0.012, 6.085, 3.003], [-0.120, 4.833, 4.253], [4.743, 4.932, -11.679], [4.165, 4.049, -10.692], [3.578, 4.686, -9.639], [3.241, 5.892, -9.545], [3.213, 3.721, -8.794], [2.346, 4.087, -7.770], [5.478, 5.493, -11.101], [4.142, 5.674, -12.204], [5.356, 4.496, -12.468], [1.338, 4.274, -8.139], [2.519, 4.948, -7.124], [2.345, 3.221, -7.108], [-2.936, -7.661, 0.949], [-2.208, -8.945, 1.244], [-2.310, -9.438, 2.385], [-1.548, -9.438, 0.312], [-3.952, -7.691, 1.343], [-2.995, -7.615, -0.138], [-2.276, -6.890, 1.348], [-1.168, -1.160, -0.883], [-1.414, 0.326, -0.877], [-0.925, 0.899, -1.789], [-2.285, 0.801, -0.169], [-1.979, -1.541, -0.262], [-0.207, -1.363, -0.411], [-1.209, -1.481, -1.924], [5.548, 0.028, -1.987], [5.572, 0.710, -0.658], [4.461, 1.156, -0.330], [6.551, 0.584, 0.018], [4.538, -0.361, -2.121], [6.360, -0.688, -2.112], [5.572, 0.781, -2.774], [1.632, -6.130, -4.111], [2.853, -5.326, -3.894], [3.245, -4.759, -4.854], [3.352, -5.362, -2.763], [1.500, -6.781, -3.247], [1.828, -6.662, -5.042], [0.895, -5.329, -4.169], [-8.442, 0.628, 0.673], [-9.346, 1.301, 1.597], [-8.945, 2.236, 2.222], [-10.400, 0.734, 1.814], [-8.842, 0.644, -0.341], [-8.263, -0.380, 1.048], [-7.498, 1.167, 0.752], [2.534, -6.088, 5.145], [2.532, -5.477, 3.774], [2.732, -4.297, 3.638], [2.389, -6.252, 2.832], [1.946, -5.463, 5.818], [3.499, -6.072, 5.651], [2.195, -7.122, 5.072], [-2.474, -0.408, 6.490], [-2.864, -1.330, 5.406], [-3.957, -1.144, 4.781], [-2.073, -2.201, 5.135], [-2.654, -0.871, 7.460], [-3.119, 0.455, 6.324], [-1.457, -0.068, 6.293]]
}

Entry 3:
{
  "formula": "C13H34AlFN2O3P",
  "method": "ωB97M-V/def2-TZVPD",
  "homo_lumo_gap_ev": 6.0909,
  "total_charge": -1,
  "total_energy_ha": -1534.65787,
  "symbols": ["C", "C", "C", "C", "C", "C", "C", "O", "Al", "C", "C", "F", "P", "N", "O", "H", "H", "H", "H", "H", "H", "H", "H", "H", "H", "H", "H", "H", "H", "H", "H", "H", "H", "H", "H", "H", "H", "H", "C", "C", "C", "O", "C", "N", "H", "H", "H", "H", "H", "H", "H", "H", "H", "H", "H"],
  "positions_angstrom": [[1.998, -4.366, 3.162], [2.247, -3.256, 2.109], [1.876, -3.801, 0.680], [1.379, -1.980, 2.343], [2.095, -0.631, 2.044], [2.966, -0.618, 0.747], [1.001, 0.507, 1.864], [-0.199, 0.176, 2.506], [-1.653, 0.056, 1.385], [-1.221, -0.210, -0.595], [-0.845, -1.654, -1.029], [-2.426, 0.111, -1.319], [-2.922, -1.782, 2.200], [-4.613, -1.651, 1.629], [-2.299, -3.252, 1.521], [0.905, -4.508, 3.259], [2.469, -5.325, 2.886], [2.347, -4.029, 4.156], [3.321, -2.991, 2.057], [0.829, -4.162, 0.711], [2.575, -4.574, 0.324], [1.856, -2.936, -0.008], [0.424, -2.123, 1.817], [1.128, -1.964, 3.423], [2.735, -0.392, 2.911], [2.423, -0.265, -0.147], [3.774, 0.128, 0.910], [3.475, -1.567, 0.518], [1.421, 1.389, 2.407], [0.902, 0.822, 0.808], [-2.628, 1.329, 1.547], [-0.479, 0.542, -0.934], [-0.479, -2.293, -0.214], [-0.041, -1.622, -1.797], [-1.732, -2.118, -1.484], [-5.018, -2.564, 1.832], [-5.077, -1.043, 2.300], [-2.843, -3.969, 1.835], [-1.060, 4.010, -4.398], [0.252, 4.021, -3.619], [0.221, 3.161, -2.343], [-0.484, 3.738, -1.260], [-1.895, 3.589, -1.327], [0.619, 5.412, -3.326], [-1.820, 4.645, -3.944], [-0.899, 4.381, -5.412], [-1.462, 2.997, -4.473], [1.021, 3.598, -4.273], [1.251, 3.048, -1.991], [-0.152, 2.151, -2.550], [-2.186, 2.636, -1.776], [-2.342, 4.423, -1.876], [-2.286, 3.621, -0.310], [1.544, 5.424, -2.905], [0.008, 5.734, -2.580]]
}

Entry 4:
{
  "formula": "C13H34CoIN3O6P",
  "method": "ωB97M-V/def2-TZVPD",
  "multiplicity": 5,
  "homo_lumo_gap_ev": [9.7286, 6.7330],
  "total_charge": 2,
  "relative_energy_kj_mol": 8.4,
  "total_energy_ha": -3152.92945,
  "symbols": ["Co", "N", "C", "C", "N", "H", "H", "H", "H", "H", "H", "H", "H", "N", "C", "O", "C", "I", "H", "H", "H", "H", "C", "C", "C", "C", "O", "P", "O", "O", "O", "C", "C", "C", "C", "H", "H", "H", "H", "H", "H", "H", "H", "H", "H", "H", "H", "H", "H", "H", "H", "H", "H", "C", "O", "H", "H", "H", "H"],
  "positions_angstrom": [[0.079, 0.411, 0.134], [1.367, 1.904, 0.859], [2.538, 2.079, -0.039], [2.069, 1.852, -1.466], [1.403, 0.528, -1.502], [0.780, 2.736, 0.850], [1.679, 1.777, 1.819], [3.278, 1.328, 0.239], [2.991, 3.062, 0.079], [2.903, 1.904, -2.164], [1.329, 2.600, -1.752], [2.097, -0.214, -1.452], [0.888, 0.393, -2.370], [-2.536, -1.583, 1.234], [-1.716, -1.026, 2.088], [-0.807, -0.220, 1.731], [-1.803, -1.357, 3.544], [-0.053, -2.478, 4.048], [-2.437, -1.368, 0.243], [-3.272, -2.198, 1.544], [-2.670, -1.960, 3.792], [-1.784, -0.449, 4.139], [-0.880, -0.124, -4.462], [-2.098, 0.720, -4.120], [-2.332, 1.813, -5.141], [-3.336, -0.131, -3.907], [-1.753, 1.459, -2.859], [-1.908, 0.986, -1.394], [-1.314, -0.416, -1.136], [-0.998, 1.889, -0.521], [-3.378, 0.960, -0.912], [-4.296, 2.120, -0.637], [-4.033, 2.542, 0.795], [-4.028, 3.239, -1.626], [-5.686, 1.541, -0.813], [-1.036, -0.638, -5.409], [-0.714, -0.878, -3.690], [-0.002, 0.517, -4.572], [-2.539, 1.359, -6.110], [-1.454, 2.451, -5.237], [-3.184, 2.431, -4.862], [-3.590, -0.631, -4.840], [-4.183, 0.486, -3.607], [-3.164, -0.900, -3.151], [-3.010, 2.899, 0.918], [-4.213, 1.708, 1.476], [-4.714, 3.349, 1.064], [-3.014, 3.633, -1.532], [-4.719, 4.056, -1.428], [-4.186, 2.898, -2.649], [-5.842, 0.698, -0.140], [-5.840, 1.207, -1.838], [-6.431, 2.302, -0.586], [1.448, -2.396, 0.137], [1.492, -1.076, 0.739], [0.525, -2.909, 0.400], [2.307, -2.974, 0.470], [1.495, -2.264, -0.941], [1.373, -1.183, 1.698]]
}